2 unconnected molecules or ions with the total composition BrH2O3P at a distorted geometry. Source: OMol25; level of theory: wB97M-V/def2-TZVPD.

Each line ends with the Löwdin charge.
Atoms and positions in Å:
O1 -0.0900 0.4948 0.0378  -0.44
P1 -1.4507 0.2304 0.2695  0.79
O2 -1.9709 0.6346 1.7645  -0.32
H1 -1.4839 0.7637 2.5864  0.06
O3 1.4684 -0.3690 -1.9915  -0.66
Br1 2.1779 -1.9207 -1.4383  0.65
H2 1.3491 0.1662 -1.2285  -0.08

The total energy comes out at -85505.569 eV. For the energy relative to the best compared isomer or geometry (same formula, charge and spin), the calculation gives 0.0000 eV. As for the gap between HOMO and LUMO: 9.441 eV.



C6H9F5N4 in the gas phase at a distorted geometry. Source: OMol25; level of theory: wB97M-V/def2-TZVPD.

Each line ends with the Löwdin charge.
Atoms and positions in Å:
F1 0.5129 2.5179 2.4969  -0.05
N1 -0.3559 2.2378 1.4753  0.03
C1 0.1901 1.0753 0.7727  -0.23
N2 1.3671 0.7620 0.9103  0.12
C2 2.1807 -0.2656 0.3771  -0.21
C3 1.8123 -0.8828 -1.0189  -0.22
C4 0.4852 -1.4889 -1.1118  -0.24
C5 -0.6656 -0.4344 -1.2684  -0.11
C6 -1.0023 0.2218 0.0488  -0.31
N3 -2.1845 1.1807 -0.0420  -0.05
F2 -1.7916 2.4142 -0.6297  0.00
F3 -3.1285 0.6734 -0.8430  0.04
N4 -1.1693 -0.7718 1.0872  -0.03
F4 -1.5200 -0.1275 2.2413  0.03
F5 -2.2282 -1.6630 0.8440  0.03
H1 -1.3281 2.0350 1.8339  0.13
H2 2.1947 -1.1730 1.0746  0.14
H3 3.1713 0.1572 0.4528  0.10
H4 2.6485 -1.6914 -1.1992  0.15
H5 1.8092 0.0143 -1.7337  0.13
H6 0.4507 -2.0783 -2.0822  0.14
H7 0.2437 -1.9675 -0.1341  0.11
H8 -0.0873 0.2437 -1.9407  0.13
H9 -1.6049 -0.9892 -1.6111  0.14

The total energy comes out at -25904.414 eV. For the energy relative to the best compared isomer or geometry (same formula, charge and spin), the calculation gives 0.0000 eV. As for the gap between HOMO and LUMO: 10.423 eV.



A molecular structure, C2H8NO3P at a distorted geometry. Source: OMol25; level of theory: wB97M-V/def2-TZVPD.

Each line ends with the Löwdin charge.
Atoms and positions in Å:
C1 0.0124 2.1312 -0.8888  -0.31
C2 1.5471 -1.4734 0.3547  -0.11
N1 -1.0358 -1.4245 -0.6856  -0.14
O1 -1.8242 -0.4147 1.7816  -0.09
O2 -0.7381 1.7699 0.2002  -0.32
O3 0.5298 -0.8688 1.2052  -0.28
P1 -0.8500 -0.5083 0.5716  0.65
H1 0.3267 1.2494 -1.5189  0.07
H2 1.0097 2.6539 -0.7338  0.08
H3 -0.5665 2.7151 -1.5416  0.04
H4 2.1202 -2.2720 1.0221  0.12
H5 2.3745 -0.7344 0.1395  0.09
H6 1.0107 -1.9093 -0.5724  0.08
H7 -1.7509 -1.3263 -1.4180  0.02
H8 -2.1656 0.4123 2.0841  0.08

The total energy comes out at -19123.489 eV. For the energy relative to the best compared isomer or geometry (same formula, charge and spin), the calculation gives 2.5182 eV. As for the gap between HOMO and LUMO: 9.332 eV.



A molecular structure, C13H13Cl5KN2O2SSi. Source: OMol25; level of theory: wB97M-V/def2-TZVPD.

Each line ends with the Löwdin charge.
Atoms and positions in Å:
K1 1.4207 -0.1338 1.0777  0.57
C1 -5.0479 0.2109 6.4792  -0.06
C2 -3.7649 -0.2240 5.8230  -0.28
C3 -3.3259 0.3741 4.6451  -0.04
C4 -2.1596 -0.0441 4.0257  -0.05
C5 -1.4147 -1.0730 4.5814  -0.27
C6 -1.8335 -1.6786 5.7560  -0.06
C7 -3.0015 -1.2506 6.3699  -0.05
S1 0.0905 -1.6083 3.7839  0.53
O1 0.5161 -2.7775 4.5234  -0.33
O2 0.9855 -0.4572 3.8032  -0.40
N1 -0.2349 -1.8423 2.2699  -0.22
C8 -1.0261 -2.8571 1.7944  -0.41
C9 -1.7131 -3.7978 2.5915  -0.03
C10 -2.5046 -4.7436 1.9788  -0.09
C11 -2.6081 -4.7649 0.5918  -0.11
C12 -1.8862 -3.8157 -0.1087  -0.17
N2 -1.1195 -2.8876 0.4542  0.10
H1 -5.3534 1.1976 6.1316  0.07
H2 -4.9410 0.2493 7.5641  0.07
H3 -5.8580 -0.4862 6.2536  0.08
H4 -3.9045 1.1785 4.2053  0.11
H5 -1.8248 0.4276 3.1115  0.07
H6 -1.2376 -2.4785 6.1744  0.11
H7 -3.3259 -1.7229 7.2909  0.11
H8 -1.5992 -3.7840 3.6651  0.09
H9 -3.0378 -5.4679 2.5838  0.10
H10 -3.2185 -5.4906 0.0722  0.08
H11 -1.9266 -3.7943 -1.1941  0.10
Cl1 -3.1434 3.1257 -0.8045  0.49
C13 -1.5319 2.4106 -0.6106  -1.03
Cl2 -1.5820 0.9484 0.3924  0.53
H12 -0.8832 3.1401 -0.1432  -0.01
H13 -1.1529 2.1324 -1.5861  0.00
Cl3 3.3397 2.2405 -3.3215  -0.03
Si1 2.0667 2.0019 -1.6074  -0.47
Cl4 1.6046 4.1029 -1.2488  -0.02
Cl5 3.6435 1.7903 -0.0577  -0.07

The total energy comes out at -118425.267 eV. Its net charge is -1. For the energy relative to the best compared isomer or geometry (same formula, charge and spin), the calculation gives 0.0000 eV. As for the gap between HOMO and LUMO: 7.674 eV.



A molecular structure, C39H57N6PTl. Source: OMol25; level of theory: wB97M-V/def2-TZVPD.

Each line ends with the Löwdin charge.
Atoms and positions in Å:
Tl1 -0.6212 0.7252 -0.5412  0.77
C1 -0.2815 -4.2418 1.7790  -0.06
C2 -0.3005 -3.9721 0.2701  -0.38
C3 0.4040 -5.1039 -0.4744  -0.07
C4 -1.7169 -3.7271 -0.2326  -0.14
C5 -2.6740 -4.7033 0.0176  -0.07
C6 -4.0169 -4.5018 -0.2587  -0.12
C7 -4.3828 -3.2802 -0.8083  -0.07
C8 -3.4600 -2.2822 -1.1101  -0.13
C9 -4.0291 -1.0312 -1.7742  -0.38
C10 -3.2718 -0.5610 -3.0221  -0.07
C11 -4.2878 0.0958 -0.7697  -0.08
C12 -2.0763 -2.4898 -0.8357  -0.21
N1 -1.1208 -1.5461 -1.1290  -0.13
C13 0.0136 -2.0147 -1.7950  -0.26
C14 1.2063 -1.4015 -1.8867  -0.25
N2 1.5530 -0.2225 -1.2366  -0.10
C15 2.8017 0.3046 -1.3783  -0.21
C16 3.4376 0.8511 -0.2136  -0.14
C17 4.6713 1.4791 -0.3007  -0.09
C18 5.3769 1.5780 -1.4894  -0.13
C19 4.7974 1.0105 -2.6120  -0.09
C20 3.5493 0.3873 -2.6133  -0.12
C21 3.1046 -0.0329 -4.0258  -0.38
C22 1.6875 0.3699 -4.4421  -0.06
C23 3.4756 -1.4643 -4.4380  -0.07
C24 2.8613 0.7851 1.2033  -0.37
C25 2.1650 -0.5160 1.6190  -0.08
C26 2.0414 2.0361 1.5400  -0.07
H1 0.7493 -4.3263 2.1354  0.08
H2 -0.8033 -5.1652 2.0425  0.07
H3 -0.7598 -3.4243 2.3215  0.03
H4 0.2756 -3.0619 0.1076  0.10
H5 -0.1166 -6.0552 -0.3214  0.07
H6 1.4326 -5.2219 -0.1223  0.08
H7 0.4315 -4.9068 -1.5458  0.07
H8 -2.3608 -5.6406 0.4688  0.10
H9 -4.7543 -5.2674 -0.0525  0.08
H10 -5.4277 -3.0962 -1.0420  0.10
H11 -5.0198 -1.3351 -2.1291  0.11
H12 -2.2206 -0.3717 -2.8164  0.03
H13 -3.7201 0.3572 -3.4147  0.07
H14 -3.3226 -1.3274 -3.8000  0.08
H15 -3.3699 0.4560 -0.3078  0.00
H16 -4.9366 -0.2583 0.0358  0.08
H17 -4.7743 0.9463 -1.2569  0.07
H18 -0.0799 -2.9529 -2.3457  0.10
H19 1.9625 -1.9366 -2.4423  0.08
H20 5.1032 1.8852 0.6106  0.10
H21 6.3432 2.0637 -1.5393  0.08
H22 5.3273 1.0787 -3.5585  0.10
H23 3.7471 0.5792 -4.6653  0.11
H24 0.9064 -0.0726 -3.8260  0.06
H25 1.5123 0.0638 -5.4778  0.07
H26 1.5888 1.4558 -4.4039  0.07
H27 2.9398 -2.2410 -3.9001  0.05
H28 4.5432 -1.6267 -4.2703  0.07
H29 3.2753 -1.6055 -5.5044  0.07
H30 3.7471 0.8360 1.8459  0.11
H31 1.2576 -0.7252 1.0563  0.02
H32 1.9190 -0.4615 2.6870  0.06
H33 2.8344 -1.3676 1.4690  0.08
H34 1.2506 2.2183 0.8138  0.00
H35 2.6823 2.9216 1.5246  0.07
H36 1.5785 1.9607 2.5294  0.07
C27 0.1132 0.2988 6.5540  -0.08
C28 -0.5951 -1.0410 6.3861  -0.42
C29 0.3090 -2.0606 5.6991  -0.07
C30 -1.9366 -0.9071 5.6660  -0.11
N3 -1.8128 -0.3996 4.3048  -0.11
C31 -1.6028 -1.0544 3.1646  -0.14
N4 -1.4542 -0.1889 2.1948  0.01
N5 -1.5923 1.0319 2.7797  -0.01
N6 -1.8017 0.9115 4.0388  0.05
H37 1.0658 0.1585 7.0666  0.08
H38 -0.4861 1.0030 7.1341  0.08
H39 0.3198 0.7617 5.5875  0.07
H40 -0.8594 -1.4207 7.3791  0.13
H41 0.5691 -1.7420 4.6868  0.07
H42 -0.1628 -3.0440 5.6345  0.08
H43 1.2444 -2.1735 6.2482  0.08
H44 -2.6024 -0.2274 6.1947  0.12
H45 -2.4235 -1.8801 5.5965  0.13
H46 -1.5658 -2.1262 3.0687  0.11
C32 -2.4279 5.2026 -3.0902  -0.32
P1 -1.8773 3.7066 -2.1580  0.86
C33 -2.7894 4.0070 -0.5826  -0.31
C34 -0.1983 4.2731 -1.6591  -0.42
C35 0.0007 5.3787 -0.8317  -0.11
C36 1.2747 5.7474 -0.4250  -0.09
C37 2.3748 5.0055 -0.8350  -0.09
C38 2.1954 3.9032 -1.6567  -0.07
C39 0.9153 3.5456 -2.0660  -0.13
H47 -2.2461 6.1240 -2.5325  0.03
H48 -3.4961 5.1181 -3.3016  0.03
H49 -1.8982 5.2530 -4.0422  0.03
H50 -2.8716 5.0693 -0.3428  0.03
H51 -2.2855 3.4867 0.2324  0.01
H52 -3.7951 3.5914 -0.6701  0.03
H53 -0.8501 5.9534 -0.4826  0.09
H54 1.4073 6.6029 0.2271  0.09
H55 3.3705 5.2686 -0.4989  0.10
H56 3.0449 3.2977 -1.9425  0.09
H57 0.7779 2.6607 -2.6737  0.07

The total energy comes out at -64291.286 eV. Its net charge is -1. For the energy relative to the best compared isomer or geometry (same formula, charge and spin), the calculation gives 0.0000 eV. As for the gap between HOMO and LUMO: 4.556 eV.



A gas-phase ion, C6H9N2O2 (charge -1) at a distorted geometry. Source: OMol25; level of theory: wB97M-V/def2-TZVPD.

Each line ends with the Löwdin charge.
Atoms and positions in Å:
C1 2.1552 -1.2237 1.0841  -0.11
C2 1.6997 -1.6673 -0.1849  -0.13
C3 1.6907 -0.0671 1.5921  -0.24
C4 -1.6325 -0.0001 0.5938  -0.08
C5 -1.1861 1.5682 -1.2653  -0.10
C6 -0.5660 0.9047 -0.0568  -0.53
N1 0.6240 0.2810 -0.2302  -0.01
N2 0.8122 -0.9292 -0.8305  -0.29
O1 1.4652 0.9000 2.2914  0.00
O2 0.2454 -1.3858 -1.9622  -0.21
H1 2.8469 -1.7773 1.5796  0.05
H2 1.8228 -2.6838 -0.5613  0.11
H3 -2.1595 -0.7924 -0.0893  0.10
H4 -2.4275 0.6118 0.8525  0.02
H5 -0.9799 -0.4723 1.3842  0.09
H6 -0.5874 2.2523 -1.8618  0.05
H7 -2.1910 2.1307 -1.2443  0.08
H8 -1.3802 0.7344 -1.9101  0.04
H9 -0.2522 1.6157 0.8191  0.15

The total energy comes out at -13439.363 eV. Its net charge is -1. For the energy relative to the best compared isomer or geometry (same formula, charge and spin), the calculation gives 6.4004 eV. As for the gap between HOMO and LUMO: 6.607 eV.